## P
C2H2N2O2S in the gas phase. Source: the Open Molecules 2025 dataset; level of theory: ωB97M-V/def2-TZVPD.

Each line ends with the Löwdin charge.
Geometry (Å):
O: 0.3667 -2.1770 -0.1922  0.16
C: 0.3070 -1.0221 -0.1399  -0.50
N: 0.5518 -0.0003 -1.0661  0.05
N: 0.1786 1.3994 -0.4896  0.05
O: -1.0170 0.9492 0.4337  -0.19
C: -0.5559 -0.3060 0.9746  -0.64
S: -1.4066 -0.6073 2.3853  0.74
H: 0.5149 0.1626 -2.0982  0.16
H: 1.0604 1.6015 0.1924  0.16

Its LUMO energy is -1.2 eV. The net charge is 0. The SMILES is O=c1[nH][nH]oc1=S. The molar mass comes out at 118.12 g/mol. The calculation puts the highest occupied orbital energy at -9.4 eV. Its HOMO-LUMO gap is 0.3001 Eh.

***

## Q
A 2-piece molecular cluster, C2H2N2O2S overall. Source: the Open Molecules 2025 dataset; level of theory: ωB97M-V/def2-TZVPD.

Each line ends with the Löwdin charge.
Geometry (Å):
C: -1.1383 1.0909 -0.2355  -0.31
C: -1.2395 -0.2286 0.2432  0.06
N: -1.1359 2.1661 -0.4789  0.21
N: 0.6453 -0.8680 1.0311  -0.16
O: 2.9572 -0.5763 0.2948  -0.25
O: 1.1817 0.1715 -1.2713  -0.29
S: 1.6293 -0.3957 -0.0374  0.61
H: -2.0232 -0.4491 0.9343  0.09
H: -0.8765 -0.9108 -0.4803  0.05

Its LUMO energy (spin up / spin down) is -1.9 / -1.9 eV. The net charge is 0. The molar mass comes out at 118.12 g/mol. The calculation puts the highest occupied orbital energy (spin up / spin down) at -10.9 / -10.9 eV. Its HOMO-LUMO gap (spin up / spin down) is 0.3320 / 0.3322 Eh.

***

Stability check: which of them is least stable? Q.

***

## P
C4H7N3O in the gas phase. Source: the Open Molecules 2025 dataset; level of theory: ωB97M-V/def2-TZVPD.

Each line ends with the Löwdin charge.
Geometry (Å):
C: -2.7884 -0.3258 0.2175  0.01
C: -1.5615 -0.8068 0.1050  -0.14
C: -0.3972 -0.0078 -0.0702  -0.27
N: -0.5091 1.2631 -0.1538  0.02
N: 0.6387 1.9537 -0.2133  0.01
C: 0.9898 -0.6438 -0.0341  -0.48
N: 1.8823 -0.2598 0.9323  0.15
O: 1.3040 -1.4605 -0.9090  0.05
H: -3.6864 -0.9581 0.3808  0.07
H: -2.9688 0.7607 0.1524  0.06
H: -1.4524 -1.8846 0.1365  0.11
H: 0.4219 2.8754 -0.5215  0.08
H: 1.2758 1.5511 -0.9086  0.10
H: 2.7218 -0.8577 0.9431  0.12
H: 1.7168 0.2053 1.8233  0.12

Its LUMO energy is 0.5 eV. The net charge is 0. The SMILES is C=C/C(=N/N)C(N)=O. The molar mass comes out at 113.12 g/mol. The calculation puts the highest occupied orbital energy at -8.6 eV. Its HOMO-LUMO gap is 0.3321 Eh.

***

## Q
C4H7N3O as an isolated structure. Source: the Open Molecules 2025 dataset; level of theory: ωB97M-V/def2-TZVPD.

Each line ends with the Löwdin charge.
Geometry (Å):
C: -0.8632 -1.4173 0.5566  -0.01
N: -0.7558 1.2160 0.9178  0.02
C: 0.3333 0.8064 0.2344  -0.35
C: 0.2360 -0.6596 -0.1596  -0.41
N: 1.4240 1.4953 -0.0894  0.21
C: -1.1632 -0.5288 -0.6395  -0.28
O: 1.3380 -1.2414 -0.7931  0.03
N: -1.4991 0.9004 -0.4600  -0.01
H: 1.8091 -1.7842 -0.1475  0.11
H: -0.8154 2.2259 1.0053  0.11
H: 2.0738 1.0548 -0.7267  0.12
H: 1.4303 2.5012 -0.0337  0.12
H: -0.8535 -2.4796 0.3394  0.10
H: -1.1622 -1.1322 1.5570  0.10
H: -1.5319 -0.9569 -1.5610  0.14

Its LUMO energy is 0.6 eV. The net charge is 0. The molar mass comes out at 113.12 g/mol. The calculation puts the highest occupied orbital energy at -6.7 eV. Its HOMO-LUMO gap is 0.2665 Eh.

***

Stability check: which of them is least stable? Q.

***

## P
A 2-piece molecular cluster, C4H7N3O overall. Source: the Open Molecules 2025 dataset; level of theory: ωB97M-V/def2-TZVPD.

Each line ends with the Löwdin charge.
Geometry (Å):
C: -0.0154 1.9587 -0.0018  -0.13
C: -0.7240 0.9733 -0.8800  -0.15
C: 0.0522 -2.3064 0.6433  -0.07
C: 0.5092 -1.2461 -0.0988  -0.49
H: -0.7288 2.1799 0.8876  0.10
H: 0.4237 2.8790 -0.4854  0.09
H: 0.8153 1.5520 0.5785  0.06
H: -0.0154 1.1919 -1.6630  0.10
H: -1.7981 1.1029 -1.0632  0.12
H: 0.6397 -2.9824 1.2302  0.09
H: 2.6942 -1.0526 0.4406  0.35
N: -0.5713 -0.4753 -0.3642  -0.05
N: -1.6884 -0.9852 0.2669  0.02
N: -1.2625 -1.9805 0.8739  -0.05
O: 1.6697 -0.8092 -0.3644  0.01

Its LUMO energy is -0.9 eV. The net charge is 0. The molar mass comes out at 113.12 g/mol. The calculation puts the highest occupied orbital energy at -8.9 eV. Its HOMO-LUMO gap is 0.2965 Eh.

***

## Q
A 2-piece molecular cluster, C4H7N3O overall. Source: the Open Molecules 2025 dataset; level of theory: ωB97M-V/def2-TZVPD.

Each line ends with the Löwdin charge.
Geometry (Å):
C: 0.6119 0.0896 1.9983  -0.14
C: -0.0396 -1.5620 -1.1375  -0.03
C: 0.3990 -0.3732 -0.3210  -0.56
N: 1.6103 0.2055 -0.7210  0.13
C: -1.9538 0.6228 -1.0860  -0.14
N: -0.9571 0.2184 -1.7275  0.01
N: -0.1232 -0.4224 0.8547  -0.02
O: -0.5904 -2.5378 -1.3865  0.24
H: 1.8396 1.0092 -0.1512  0.09
H: 1.6097 0.4609 -1.7024  0.09
H: 0.0732 -0.1711 2.9092  0.07
H: 0.7030 1.1851 1.9787  0.07
H: 1.6237 -0.3288 2.0732  0.08
H: -2.7533 1.1864 -1.5803  0.06
H: -2.0531 0.4175 -0.0008  0.06

Its LUMO energy (spin up / spin down) is -0.1 / -0.1 eV. The net charge is 0. The molar mass comes out at 113.12 g/mol. The calculation puts the highest occupied orbital energy (spin up / spin down) at -7.8 / -7.8 eV. Its HOMO-LUMO gap (spin up / spin down) is 0.2827 / 0.2828 Eh.

***

Stability check: which of them is least stable? Q.

***

## P
C4H7N3O in the gas phase. Source: the Open Molecules 2025 dataset; level of theory: ωB97M-V/def2-TZVPD.

Each line ends with the Löwdin charge.
Geometry (Å):
C: 2.4482 0.6468 -0.1081  -0.08
C: 1.3806 0.1531 1.0163  -0.23
N: 0.0015 0.8062 1.0517  0.10
C: -0.9135 0.2670 0.3651  -0.44
N: -2.2996 0.5672 0.3557  0.15
C: -2.8328 -0.0863 -0.5414  -0.15
N: -1.8499 -0.9104 -1.3522  0.04
O: -0.6817 -0.7085 -0.5791  -0.06
H: 2.0045 0.2468 -1.0938  0.08
H: 2.5538 1.7414 -0.3260  0.07
H: 3.3982 0.1644 -0.0612  0.04
H: 1.1939 -0.9286 0.9975  0.08
H: 1.7650 0.1748 2.0927  0.11
H: -3.9453 -0.2907 -0.8387  0.16
H: -2.2228 -1.8432 -0.9785  0.14

Its LUMO energy is 0.7 eV. The net charge is 0. The SMILES is CC/N=c1/nc[nH]o1. The molar mass comes out at 113.12 g/mol. The calculation puts the highest occupied orbital energy at -9.5 eV. Its HOMO-LUMO gap is 0.3721 Eh.

***

## Q
A 2-piece molecular cluster, C4H7N3O overall. Source: the Open Molecules 2025 dataset; level of theory: ωB97M-V/def2-TZVPD.

Each line ends with the Löwdin charge.
Geometry (Å):
C: -0.1867 0.1351 -0.6086  -0.43
C: -1.2368 -1.3849 0.7085  -0.07
C: 0.3259 -1.6475 0.7542  -0.25
C: 1.4119 -0.6661 1.2564  -0.04
H: -0.8846 2.6024 0.5670  0.26
H: 1.2111 1.7768 -0.6681  0.15
H: -1.6423 -1.1029 1.6472  0.10
H: -1.6480 -2.0352 -0.0331  0.10
H: 0.9145 -2.5092 0.2729  0.15
H: 2.5874 -0.6748 1.3347  0.13
H: 1.1418 0.2432 1.7603  0.07
N: 0.2880 1.3999 -0.9384  -0.12
N: -1.2856 -0.2053 -0.2358  0.10
N: 0.9364 -0.8173 -0.2719  -0.02
O: -0.3921 2.5549 -0.9276  -0.15

Its LUMO energy is -0.6 eV. The net charge is 0. The molar mass comes out at 113.12 g/mol. The calculation puts the highest occupied orbital energy at -9.0 eV. Its HOMO-LUMO gap is 0.3108 Eh.

***

## R
C4H7N3O in the gas phase. Source: the Open Molecules 2025 dataset; level of theory: ωB97M-V/def2-TZVPD.

Each line ends with the Löwdin charge.
Geometry (Å):
H: 0.4529 -2.4951 0.0230  0.02
N: 0.9468 -2.0740 0.7903  0.15
C: 0.6790 -0.8443 0.5808  -0.41
C: 1.3099 0.2188 1.4180  0.01
C: 0.7626 1.4293 1.0714  -0.02
N: -0.2986 1.1363 0.1240  -0.14
O: -0.1652 2.0771 -1.0187  -0.07
N: -0.0618 -0.1265 -0.4075  -0.17
C: -1.1109 -0.7567 -1.0474  -0.11
H: 1.9969 -0.1389 2.2148  0.12
H: 0.8397 2.3468 1.6217  0.11
H: -1.1623 1.9373 -1.3796  0.14
H: -0.6977 -1.3332 -2.0736  0.15
H: -1.8018 -1.4722 -0.3316  0.14
H: -1.6895 0.0953 -1.5856  0.09

Its LUMO energy is 0.4 eV. The net charge is 0. The SMILES is [H]/N=c1/ccn(O)n1C. The molar mass comes out at 113.12 g/mol. The calculation puts the highest occupied orbital energy at -8.6 eV. Its HOMO-LUMO gap is 0.3315 Eh.

***

Stability check: which of them is least stable? Q.

***

## P
C4H7N3O in the gas phase. Source: the Open Molecules 2025 dataset; level of theory: ωB97M-V/def2-TZVPD.

Each line ends with the Löwdin charge.
Geometry (Å):
H: -0.3954 -1.9913 1.2589  0.08
N: -0.4927 -1.2978 2.1092  0.08
C: -0.7903 -0.1030 1.6114  -0.57
C: -0.5360 0.9619 2.5813  -0.12
N: -1.1898 0.2274 0.3211  0.12
C: -0.5869 -0.0410 -0.7736  -0.15
N: 0.8013 -0.3593 -0.9064  0.05
C: 1.4960 0.0758 -2.0617  -0.30
O: 0.9393 0.4571 -3.0886  0.02
H: -1.4061 1.9581 2.6136  0.15
H: 0.4446 1.5391 2.3671  0.08
H: -0.4004 0.3953 3.6285  0.11
H: -1.0736 -0.0953 -1.7472  0.13
H: 1.4581 -0.6496 -0.0629  0.19
H: 2.5302 -0.1673 -2.1611  0.12

Its LUMO energy is 0.2 eV. The net charge is 0. The SMILES is [H]/N=C(C)\N=C/NC=O. The molar mass comes out at 113.12 g/mol. The calculation puts the highest occupied orbital energy at -9.7 eV. Its HOMO-LUMO gap is 0.3639 Eh.

***

## Q
C4H7N3O in the gas phase. Source: the Open Molecules 2025 dataset; level of theory: ωB97M-V/def2-TZVPD.

Each line ends with the Löwdin charge.
Geometry (Å):
C: -2.4980 -0.6514 -0.1077  0.00
C: -1.2378 -1.0835 0.0608  -0.15
N: -0.1331 -0.2538 -0.1254  -0.09
N: -0.2641 1.0838 -0.3563  0.01
C: 0.2977 1.9907 0.3409  0.00
C: 1.1510 -0.9378 -0.0769  -0.52
N: 2.2065 -0.1024 -0.2011  0.18
O: 1.2407 -2.1322 0.1547  0.05
H: -3.3312 -1.3191 0.1466  0.05
H: -2.7314 0.3510 -0.4215  0.03
H: -0.9462 -2.1105 0.3156  0.12
H: 0.0900 3.0146 0.0434  0.08
H: 1.0201 1.7960 1.0822  0.07
H: 2.0269 0.8363 -0.4436  0.05
H: 3.1090 -0.4817 -0.4117  0.12

Its LUMO energy is 0.5 eV. The net charge is 0. The SMILES is C=CN(N=C)C(N)=O. The molar mass comes out at 113.12 g/mol. The calculation puts the highest occupied orbital energy at -8.3 eV. Its HOMO-LUMO gap is 0.3221 Eh.

***

Stability check: which of them is least stable? P.